198
Properties=species:S:1:pos:R:3 method="wB97M-V/def2-TZVPD" homo_lumo_gap_ev=8.49 relative_energy_kcal_mol=97.4
C 16.68786 -6.21542 3.55589
C 16.29278 -7.48621 4.34033
N 14.83775 -7.64851 4.59099
C 14.01448 -7.47774 3.37501
C 14.14911 -8.56820 2.31746
C 14.54018 -8.92412 5.32761
C 13.18578 -8.96150 5.87079
H 16.49461 -5.30417 4.12192
H 16.23156 -5.94213 2.60446
H 17.76668 -6.27339 3.41129
H 16.62095 -8.42163 3.88710
H 16.82389 -7.43893 5.29101
H 12.97606 -7.37820 3.69102
H 14.22087 -6.47477 3.00142
H 13.59506 -8.35286 1.40380
H 15.18423 -8.69646 2.00098
H 13.77280 -9.51369 2.70803
H 15.20266 -8.88570 6.19234
H 14.82340 -9.71190 4.62952
H 12.52847 -9.20994 5.03752
H 12.83935 -8.06889 6.39170
H 13.15726 -9.85988 6.48739
C 10.35896 -4.33617 -3.71403
C 10.36703 -2.77274 -3.45423
N 9.12455 -2.17055 -4.00991
C 7.90498 -2.70185 -3.37007
C 6.61206 -2.07365 -3.83298
C 9.00021 -2.21596 -5.49699
C 10.22228 -1.52735 -6.19989
H 10.11627 -4.58620 -4.74683
H 9.63445 -4.72129 -2.99648
H 11.33731 -4.78262 -3.53620
H 10.50425 -2.46230 -2.41843
H 11.23676 -2.36348 -3.96821
H 7.82010 -3.78501 -3.45757
H 7.93260 -2.51808 -2.29602
H 6.65296 -0.98601 -3.77428
H 6.29307 -2.39411 -4.82477
H 5.86107 -2.47220 -3.15087
H 8.21394 -1.50664 -5.75535
H 8.66649 -3.19345 -5.84518
H 10.06360 -1.41974 -7.27290
H 11.02262 -2.26661 -6.16701
H 10.46020 -0.62141 -5.64244
C 21.17516 -16.66911 1.97816
C 20.47541 -15.66977 0.94014
N 19.15606 -15.16504 1.45537
C 18.65909 -13.97328 0.70862
C 19.50947 -12.71922 0.77376
C 18.17681 -16.23684 1.55070
C 16.96165 -15.80661 2.36571
H 22.25183 -16.69052 1.80965
H 20.88421 -17.71330 1.86358
H 21.02905 -16.34890 3.00978
H 21.16161 -14.82706 0.85602
H 20.43337 -16.11311 -0.05474
H 18.39065 -14.35831 -0.27514
H 17.65701 -13.74912 1.07424
H 19.63486 -12.46575 1.82643
H 20.42744 -12.93384 0.22661
H 18.96760 -11.93553 0.24431
H 18.66942 -17.04921 2.08502
H 17.88834 -16.68647 0.60059
H 17.18371 -15.25709 3.28049
H 16.37297 -16.69825 2.58147
H 16.37428 -15.14080 1.73340
C 21.22850 3.72384 1.33511
C 21.49932 2.22637 1.14521
N 20.37733 1.47740 0.68631
C 19.87624 1.96792 -0.67237
C 18.85109 0.92287 -1.28009
C 19.23777 1.58345 1.59860
C 19.54134 1.16107 3.02732
H 22.10724 4.30283 1.61920
H 20.51933 3.92554 2.13792
H 20.85563 4.23931 0.45004
H 22.26350 2.08504 0.38091
H 21.93788 1.69903 1.99238
H 20.74619 2.00373 -1.32811
H 19.39955 2.93917 -0.53988
H 17.85006 0.93351 -0.84890
H 19.35653 -0.04249 -1.25331
H 18.68851 1.09746 -2.34366
H 18.88503 2.61160 1.51743
H 18.48006 0.87816 1.25720
H 18.58912 1.17552 3.55759
H 19.98237 0.17159 3.14775
H 20.10174 1.90843 3.58902
C 24.57962 -2.68764 -4.27095
C 24.76358 -2.20131 -2.79892
N 25.86841 -2.85752 -2.05156
C 26.02319 -2.25648 -0.66486
C 27.00464 -1.11154 -0.76372
C 25.59126 -4.30415 -1.88744
C 24.41244 -4.71892 -1.09433
H 25.50227 -2.61106 -4.84625
H 23.80558 -2.10621 -4.77188
H 24.16246 -3.69159 -4.34927
H 24.92395 -1.12762 -2.70105
H 23.78814 -2.28905 -2.32049
H 25.00302 -2.00636 -0.37368
H 26.45864 -2.93669 0.06713
H 27.18363 -0.76394 0.25375
H 27.88868 -1.51114 -1.26063
H 26.72838 -0.25106 -1.37311
H 26.45656 -4.73710 -1.38556
H 25.55191 -4.76279 -2.87547
H 24.28636 -5.78704 -1.27128
H 23.46713 -4.23732 -1.34443
H 24.56406 -4.53842 -0.03012
C 16.73338 -20.24673 -4.78159
C 16.35915 -18.91249 -5.47010
N 16.89576 -18.69157 -6.81781
C 16.20200 -17.55239 -7.41318
C 16.60905 -17.29016 -8.83367
C 18.36894 -18.67337 -6.87151
C 18.99709 -17.40139 -6.27930
H 16.11986 -20.42857 -3.89920
H 17.77888 -20.21017 -4.47546
H 16.61622 -21.04886 -5.51027
H 15.27290 -18.85377 -5.53874
H 16.62208 -18.07656 -4.82189
H 15.13869 -17.78080 -7.48582
H 16.36309 -16.67564 -6.78590
H 15.83107 -16.86039 -9.46466
H 17.39943 -16.54125 -8.88417
H 17.02860 -18.11389 -9.41120
H 18.74666 -18.76393 -7.88995
H 18.79567 -19.56649 -6.41509
H 18.74352 -16.60622 -6.98037
H 20.06973 -17.52365 -6.12896
H 18.60661 -17.12637 -5.29952
C 16.64293 -9.78112 -5.32158
C 18.02082 -9.68797 -6.00436
N 19.04770 -8.93691 -5.13905
C 20.32142 -8.93847 -5.89632
C 20.98389 -10.31256 -5.90644
C 18.65372 -7.57793 -4.79476
C 18.37769 -6.61710 -5.99327
H 16.24008 -8.77328 -5.22133
H 16.70942 -10.10689 -4.28353
H 15.96146 -10.48712 -5.79622
H 18.42576 -10.69980 -5.98694
H 17.82757 -9.36402 -7.02701
H 20.14921 -8.60273 -6.91893
H 20.97121 -8.21987 -5.39681
H 20.97907 -10.78931 -4.92625
H 20.54089 -11.04655 -6.57957
H 22.02556 -10.22889 -6.21631
H 19.39223 -7.16802 -4.10580
H 17.75315 -7.70749 -4.19451
H 19.25797 -6.31195 -6.55905
H 18.06364 -5.68372 -5.52609
H 17.52591 -6.98634 -6.56446
C 24.76304 -17.14906 -16.27362
C 25.44537 -17.28179 -14.90982
N 24.49529 -17.27225 -13.79259
C 23.84614 -15.96731 -13.67814
C 23.14923 -15.83750 -12.32509
C 23.72431 -18.50730 -13.72034
C 24.58423 -19.63677 -13.18596
H 25.54418 -17.27980 -17.02250
H 24.29225 -16.19983 -16.52938
H 23.99608 -17.89564 -16.47975
H 26.04796 -18.18223 -14.79076
H 26.10594 -16.42577 -14.77210
H 23.07645 -15.86731 -14.44346
H 24.53190 -15.12203 -13.73605
H 22.23299 -16.42456 -12.38802
H 22.86151 -14.79697 -12.17466
H 23.73867 -16.15331 -11.46432
H 22.91951 -18.38661 -12.99520
H 23.25752 -18.76607 -14.67073
H 25.24132 -20.04010 -13.95646
H 25.25683 -19.23884 -12.42613
H 23.99295 -20.46497 -12.79538
C 15.83401 -6.97148 -13.33778
C 15.20668 -7.55408 -12.03008
N 14.28751 -8.70534 -12.27155
C 14.87466 -9.88364 -12.91590
C 16.16945 -10.46515 -12.21893
C 13.58467 -9.04548 -11.05758
C 12.35616 -8.15477 -10.70303
H 16.38766 -6.03871 -13.23040
H 15.05169 -6.75629 -14.06565
H 16.46165 -7.70510 -13.84370
H 16.00207 -7.84679 -11.34467
H 14.72658 -6.69483 -11.56178
H 14.12673 -10.67228 -12.99806
H 15.09288 -9.61411 -13.94927
H 16.13539 -10.75050 -11.16750
H 16.45638 -11.40982 -12.68084
H 17.02652 -9.79779 -12.30920
H 14.21078 -9.06407 -10.16553
H 13.21438 -10.06811 -11.12976
H 12.65091 -7.10601 -10.73968
H 11.93236 -8.22926 -9.70155
H 11.59677 -8.08927 -11.48223